{
  "formula": "C44H98BFN5O11Si",
  "method": "ωB97M-V/def2-TZVPD",
  "e_above_lowest_kcal_mol": 0.0,
  "gap_ev": 6.88,
  "energy_ev": -88453.315,
  "homo_energy_ha": -0.3754,
  "charge": 1,
  "largest_force_ev_per_a": 0.898,
  "multiplicity": 1,
  "symbols": ["C", "C", "C", "N", "N", "C", "N", "C", "C", "C", "C", "C", "C", "C", "C", "Si", "C", "C", "C", "C", "C", "C", "C", "C", "C", "C", "C", "F", "N", "C", "B", "N", "O", "H", "H", "H", "H", "H", "H", "H", "H", "H", "H", "H", "H", "H", "H", "H", "H", "H", "H", "H", "H", "H", "H", "H", "H", "H", "H", "H", "H", "H", "H", "H", "H", "H", "H", "H", "H", "H", "H", "H", "H", "H", "H", "H", "H", "H", "H", "H", "H", "C", "O", "C", "C", "O", "C", "H", "H", "H", "H", "H", "H", "H", "H", "H", "H", "C", "O", "C", "C", "O", "C", "H", "H", "H", "H", "H", "H", "H", "H", "H", "H", "C", "O", "C", "C", "O", "C", "H", "H", "H", "H", "H", "H", "H", "H", "H", "H", "C", "O", "C", "C", "O", "C", "H", "H", "H", "H", "H", "H", "H", "H", "H", "H", "C", "O", "C", "C", "O", "C", "H", "H", "H", "H", "H", "H", "H", "H", "H", "H"],
  "positions_angstrom": [[-3.628597, 5.466287, -0.728227], [-3.859644, 5.790116, 0.743166], [-3.404148, 4.690812, 1.689310], [-1.930052, 4.744225, 1.833363], [-1.467466, 3.583368, 2.476794], [-0.448325, 2.896204, 2.044327], [-0.196069, 1.752782, 2.768072], [1.220484, 1.495364, 3.121201], [2.121404, 0.766673, 2.129389], [3.578000, 0.835322, 2.601311], [4.348660, 2.040052, 2.063464], [5.855648, 1.965538, 2.346111], [6.762982, 1.721849, 1.136924], [6.631115, 2.717763, -0.012582], [6.680699, 4.191076, 0.410768], [7.232960, 5.345455, -0.973962], [9.110601, 5.439305, -0.928818], [6.541787, 7.065371, -0.710749], [6.680776, 4.669518, -2.635665], [7.571231, 4.128787, -3.574815], [7.126786, 3.622039, -4.799669], [5.769097, 3.647665, -5.109312], [4.865108, 4.193658, -4.199919], [5.316547, 4.700692, -2.979180], [-0.946037, 0.551414, 2.361704], [-0.898925, 0.154519, 0.884018], [-2.193515, 0.403142, 0.139552], [-0.658678, -1.226468, 0.855106], [0.274801, 3.344016, 0.965428], [-0.497525, 3.475943, -0.299181], [1.249325, 4.431560, 1.215683], [1.238949, 5.185897, 2.435691], [2.077798, 4.819105, 0.205094], [-2.572072, 5.504708, -0.982643], [-4.130803, 6.189718, -1.364934], [-4.020252, 4.482752, -0.983796], [-4.915228, 5.981423, 0.924762], [-3.326460, 6.708722, 0.995501], [-3.648794, 3.714973, 1.271751], [-3.888158, 4.799051, 2.662738], [-1.666240, 5.520461, 2.432972], [-1.937863, 3.234754, 3.307985], [1.169214, 0.900110, 4.031431], [1.670771, 2.447233, 3.402271], [2.028555, 1.184955, 1.129431], [1.808125, -0.276245, 2.072805], [4.096069, -0.085875, 2.342269], [3.569036, 0.890124, 3.693379], [4.149317, 2.127434, 0.995943], [3.947139, 2.942844, 2.531759], [6.172100, 2.892073, 2.824463], [6.031978, 1.183112, 3.084940], [6.568057, 0.718060, 0.749691], [7.795647, 1.725915, 1.484502], [5.708826, 2.548424, -0.569386], [7.429840, 2.511355, -0.727866], [7.366249, 4.329737, 1.248597], [5.690781, 4.514107, 0.743546], [9.581083, 4.663911, -1.529469], [9.457015, 6.406947, -1.286788], [9.457805, 5.316610, 0.095746], [6.498670, 7.611890, -1.651412], [7.220436, 7.609048, -0.053468], [5.550253, 7.067202, -0.261542], [8.631251, 4.100422, -3.367501], [7.834738, 3.217570, -5.507596], [5.415033, 3.257402, -6.051571], [3.815284, 4.236519, -4.440248], [4.605191, 5.147266, -2.294580], [-0.576888, -0.277830, 2.958815], [-1.988375, 0.683122, 2.654956], [-0.047971, 0.599177, 0.368911], [-2.752814, 1.239635, 0.552193], [-1.985534, 0.573224, -0.915091], [-2.789520, -0.505215, 0.194032], [-0.452914, 4.494942, -0.665868], [-1.549458, 3.272514, -0.116525], [-0.151507, 2.769273, -1.050291], [2.043321, 5.797573, 2.498998], [1.179522, 4.663188, 3.297898], [2.136709, 4.201607, -0.529733], [-4.392380, -3.065530, -3.058875], [-3.003795, -3.022877, -2.784789], [-2.683007, -3.183294, -1.414670], [-2.267357, -4.596578, -1.075083], [-3.324592, -5.518888, -1.240609], [-3.265842, -6.241703, -2.462181], [-4.505637, -3.175379, -4.135847], [-4.874819, -3.908623, -2.560143], [-4.883560, -2.136164, -2.746399], [-3.532255, -2.886677, -0.786257], [-1.849430, -2.508170, -1.195811], [-1.971344, -4.626765, -0.020620], [-1.400852, -4.887199, -1.678240], [-2.481602, -7.001479, -2.430549], [-3.078698, -5.580560, -3.310060], [-4.229391, -6.730855, -2.593905], [0.635586, -8.228249, -7.179892], [0.019454, -6.992456, -7.493521], [-1.354419, -6.934664, -7.158199], [-1.594001, -6.203266, -5.856819], [-1.027297, -6.879449, -4.746332], [0.214733, -6.346008, -4.330209], [1.711394, -8.079008, -7.252268], [0.385953, -8.558060, -6.168714], [0.339545, -9.006103, -7.891993], [-1.779104, -7.942156, -7.102065], [-1.867718, -6.396604, -7.961033], [-2.673547, -6.137347, -5.686275], [-1.199162, -5.184356, -5.923655], [0.073449, -5.402032, -3.788878], [0.882523, -6.172028, -5.176612], [0.671881, -7.071548, -3.659241], [-0.817112, 7.214395, -6.352446], [0.151615, 6.666653, -5.473567], [-0.097883, 6.921758, -4.107389], [-0.722450, 5.727504, -3.420937], [-2.011580, 5.416123, -3.911215], [-2.028519, 4.355471, -4.851298], [-0.658113, 6.759993, -7.328208], [-1.833997, 6.998531, -6.016477], [-0.692639, 8.298211, -6.443849], [-0.740101, 7.799753, -3.984005], [0.864566, 7.135346, -3.629917], [-0.835501, 5.961870, -2.354811], [-0.062947, 4.857925, -3.513577], [-1.889967, 3.387970, -4.353820], [-1.253970, 4.480524, -5.610543], [-3.004109, 4.365153, -5.332217], [-4.080723, -1.401523, 3.950723], [-2.799224, -1.789677, 4.409828], [-2.847096, -2.715148, 5.489846], [-2.634465, -4.139356, 5.028212], [-3.665642, -4.577300, 4.159647], [-3.309254, -4.542939, 2.787604], [-3.947932, -0.919886, 2.980664], [-4.742123, -2.261076, 3.827814], [-4.548719, -0.688745, 4.639829], [-3.803924, -2.630038, 6.013197], [-2.053148, -2.446665, 6.192635], [-2.635805, -4.794883, 5.904867], [-1.660140, -4.235381, 4.538921], [-2.634214, -5.368373, 2.537855], [-2.828343, -3.596000, 2.526632], [-4.221946, -4.650817, 2.204371], [-4.372924, -7.740170, 5.246030], [-3.370043, -8.214984, 6.133982], [-3.440821, -7.645087, 7.426451], [-4.130835, -8.548851, 8.424304], [-5.493256, -8.757934, 8.104389], [-5.748422, -9.987290, 7.449962], [-4.379922, -8.407993, 4.385581], [-5.359467, -7.756783, 5.715311], [-4.144882, -6.722815, 4.911857], [-3.957292, -6.678549, 7.390641], [-2.414354, -7.469830, 7.766570], [-4.094009, -8.075775, 9.410450], [-3.599443, -9.503943, 8.486392], [-5.696796, -10.824038, 8.154852], [-5.043169, -10.162958, 6.634490], [-6.756614, -9.933264, 7.043735]],
  "atomic_forces_ev_per_a": [[0.013, 0.136, 0.087], [0.053, -0.019, -0.101], [0.253, 0.261, -0.066], [-0.270, -0.356, 0.196], [-0.275, 0.283, -0.107], [-0.454, -0.099, 0.110], [0.828, -0.156, -0.312], [-0.007, 0.063, -0.194], [-0.058, -0.165, 0.031], [-0.139, 0.083, 0.039], [-0.102, -0.094, 0.133], [0.094, 0.309, 0.021], [-0.337, -0.248, 0.002], [0.082, 0.145, 0.102], [-0.242, -0.003, -0.294], [0.410, 0.005, 0.030], [-0.236, -0.046, -0.041], [0.086, -0.070, -0.009], [-0.282, -0.090, -0.353], [-0.392, -0.068, -0.173], [-0.334, 0.206, 0.357], [0.151, 0.149, 0.350], [0.399, 0.079, 0.336], [0.383, -0.233, -0.423], [-0.664, 0.068, 0.315], [0.190, -0.343, 0.111], [0.247, -0.141, -0.363], [0.059, 0.009, -0.053], [0.578, 0.247, 0.275], [-0.270, -0.172, 0.062], [-0.110, 0.095, -0.173], [0.627, -0.556, -0.161], [-0.037, -0.005, 0.060], [0.046, -0.107, -0.027], [-0.019, 0.055, -0.052], [-0.008, -0.098, -0.038], [-0.088, -0.009, 0.027], [-0.071, 0.119, 0.091], [-0.084, -0.108, 0.017], [-0.081, -0.119, 0.088], [0.127, 0.117, -0.111], [-0.093, -0.038, 0.030], [0.014, 0.032, 0.147], [0.018, 0.120, -0.002], [0.006, 0.105, -0.118], [-0.083, -0.051, -0.074], [0.063, -0.056, -0.099], [0.174, -0.150, 0.104], [0.078, 0.050, -0.181], [-0.091, 0.115, -0.099], [0.022, 0.080, 0.040], [0.076, -0.081, 0.043], [0.072, -0.081, -0.047], [0.102, -0.025, 0.069], [-0.079, -0.045, -0.059], [0.061, -0.092, -0.047], [0.049, 0.045, 0.110], [-0.048, -0.006, 0.196], [0.093, -0.050, -0.001], [0.078, 0.054, -0.089], [0.063, 0.041, 0.094], [-0.024, 0.045, -0.076], [-0.045, 0.083, 0.128], [-0.091, 0.016, 0.011], [0.069, 0.007, 0.052], [0.068, -0.039, -0.037], [-0.007, -0.028, -0.091], [-0.185, 0.002, -0.085], [-0.096, 0.019, 0.063], [0.109, -0.013, 0.055], [-0.073, -0.027, 0.065], [0.062, 0.179, 0.111], [-0.077, 0.088, -0.037], [-0.155, 0.100, -0.063], [-0.207, 0.045, 0.184], [0.139, 0.025, -0.119], [-0.012, -0.079, -0.038], [0.202, -0.005, -0.031], [-0.064, 0.149, 0.060], [-0.315, 0.157, 0.149], [-0.029, 0.085, -0.081], [0.007, -0.023, -0.006], [-0.005, -0.008, -0.007], [0.049, 0.175, -0.070], [-0.041, -0.136, 0.145], [-0.086, 0.070, -0.046], [-0.012, -0.035, 0.067], [-0.002, 0.022, -0.003], [-0.011, -0.005, -0.009], [0.006, -0.019, 0.025], [-0.022, -0.029, 0.002], [0.014, -0.040, 0.038], [0.058, 0.029, -0.020], [0.009, 0.003, -0.019], [0.030, 0.019, -0.032], [0.010, 0.005, -0.011], [-0.001, -0.014, 0.027], [0.000, -0.006, -0.025], [0.025, 0.036, 0.082], [0.026, -0.020, -0.126], [-0.061, 0.011, 0.105], [0.051, -0.034, -0.085], [-0.017, 0.005, 0.025], [0.000, -0.007, -0.022], [0.012, -0.001, 0.007], [-0.022, 0.003, 0.020], [-0.004, -0.013, 0.010], [-0.015, -0.013, 0.009], [0.002, 0.015, -0.012], [0.002, 0.019, -0.002], [0.002, 0.011, -0.034], [0.013, -0.005, 0.001], [-0.013, 0.003, 0.023], [0.016, 0.035, -0.013], [-0.038, -0.077, 0.000], [0.108, 0.033, -0.107], [-0.147, -0.036, 0.175], [-0.009, 0.036, 0.001], [0.012, 0.007, -0.031], [0.014, 0.016, -0.003], [-0.003, -0.010, -0.008], [-0.015, -0.007, 0.025], [-0.014, 0.004, -0.004], [-0.037, 0.017, 0.021], [0.081, 0.035, -0.026], [0.069, -0.029, -0.013], [0.029, 0.012, -0.003], [-0.010, -0.007, -0.004], [-0.020, -0.011, 0.018], [0.015, -0.002, -0.016], [0.015, 0.069, -0.052], [0.040, 0.056, 0.031], [-0.051, -0.152, -0.034], [0.022, 0.229, -0.037], [0.016, -0.013, -0.003], [-0.008, 0.005, -0.002], [-0.002, 0.001, -0.025], [0.000, -0.028, 0.012], [-0.014, -0.016, 0.011], [-0.008, -0.002, -0.008], [0.015, -0.006, -0.007], [0.026, 0.011, 0.005], [0.013, 0.013, 0.008], [0.009, 0.003, -0.025], [-0.016, -0.048, 0.023], [0.050, -0.016, 0.028], [-0.050, -0.043, 0.005], [0.100, 0.064, -0.060], [-0.070, -0.041, 0.080], [-0.009, 0.046, -0.065], [0.006, -0.003, 0.013], [0.025, 0.018, -0.008], [-0.005, 0.000, -0.014], [-0.079, -0.060, 0.019], [-0.011, 0.009, -0.001], [-0.018, 0.009, 0.012], [0.026, -0.010, 0.001], [0.009, -0.015, 0.000], [0.029, 0.001, -0.008], [-0.004, -0.005, -0.009], [-0.018, -0.006, 0.021]],
  "mulliken_charge": [-0.574, -0.790, -0.370, -0.139, 0.192, -1.622, 0.622, -1.403, 0.409, -1.371, 0.418, -1.044, -1.262, -0.438, -0.402, -0.100, -1.200, -1.134, 0.449, -0.120, -0.684, -0.492, -0.667, -0.296, -1.204, 1.360, -1.534, -0.427, 1.275, -1.170, 0.312, -0.461, -0.545, -0.206, 0.494, 0.269, 0.403, 0.320, 0.220, 0.454, 0.296, 0.394, 0.416, 0.409, 0.197, 0.235, 0.432, 0.397, 0.164, -0.086, 0.429, 0.493, 0.348, 0.408, 0.311, 0.515, 0.602, 0.083, 0.336, 0.310, 0.368, 0.352, 0.369, 0.297, 0.242, 0.398, 0.383, 0.474, 0.452, 0.611, 0.087, 0.116, 0.193, 0.329, 0.348, 0.708, 0.084, 0.317, 0.230, 0.233, 0.212, -0.763, -0.410, -0.031, -0.267, -0.370, -0.695, 0.254, 0.336, 0.312, 0.209, 0.151, 0.292, 0.094, 0.313, 0.228, 0.313, -0.681, -0.368, -0.727, -0.343, -0.327, -0.842, 0.241, 0.284, 0.326, 0.372, 0.381, 0.361, 0.354, 0.274, 0.433, 0.259, -0.713, -0.347, -0.828, 0.159, -0.343, -0.737, 0.241, 0.306, 0.316, 0.371, 0.385, 0.029, 0.251, 0.260, 0.373, 0.248, -0.690, -0.147, -0.705, -0.298, -0.396, -0.937, 0.081, 0.382, 0.284, 0.361, 0.368, 0.276, 0.295, 0.435, 0.263, 0.408, -0.238, -0.393, -0.314, -0.619, -0.386, -0.724, 0.287, 0.323, -0.114, 0.232, 0.394, 0.374, 0.333, 0.324, 0.325, 0.244]
}